(1)
C14H8BrCl2N3O9Pd | the ωB97M-V functional and the def2-TZVPD basis

Values from the calculation:
E   -5001.78446 hartree
2S+1   1
Charge   -2

Atoms and positions in Å:
Pd1 -1.700 -0.322 -0.747
Cl1 -2.560 -1.241 -3.209
C1 -2.545 -2.825 -2.402
Cl2 -3.082 -2.573 -0.726
H1 -1.510 -3.174 -2.370
H2 -3.218 -3.511 -2.913
Br1 -1.656 4.570 4.738
C2 -1.545 2.673 4.471
C3 -0.990 1.914 5.485
C4 -0.931 0.540 5.321
C5 -1.405 -0.039 4.159
C6 -1.944 0.743 3.144
C7 -2.023 2.119 3.304
C8 -2.333 0.086 1.818
O1 -3.121 0.693 1.067
O2 -1.833 -1.043 1.630
H3 -0.612 2.387 6.381
H4 -0.497 -0.064 6.108
H5 -1.342 -1.104 3.999
H6 -2.432 2.713 2.503
O3 5.101 1.080 -3.642
N1 4.036 1.564 -3.234
O4 3.821 2.781 -3.260
C9 3.049 0.698 -2.749
C10 1.830 1.201 -2.243
C11 0.864 0.346 -1.819
C12 0.981 -1.089 -1.888
O5 0.056 -1.842 -1.533
C13 2.256 -1.557 -2.393
C14 3.250 -0.679 -2.792
N2 2.505 -2.940 -2.472
O6 1.565 -3.726 -2.548
O7 3.684 -3.320 -2.470
N3 -0.334 0.906 -1.227
O8 -1.128 1.451 -2.052
O9 -0.124 1.393 -0.088
H7 1.687 2.269 -2.184
H8 4.181 -1.079 -3.166

Forces on atoms 1 to 6 (eV/Å):
-0.06 -0.49 -0.07
-0.18 -0.51 -0.72
0.12 0.16 0.10
-0.35 -0.74 -0.14
-0.24 0.15 0.00
0.04 0.17 0.09

(2)
C14H8Cl4HfN2O2S2 | the ωB97M-V functional and the def2-TZVPD basis

Values from the calculation:
E   -3482.84201 hartree
2S+1   1
Charge   +2

Atoms and positions in Å:
Hf1 0.515 0.290 0.303
C1 -1.121 4.174 0.801
C2 0.222 3.625 0.436
N1 0.516 2.310 0.135
C3 1.840 2.095 -0.330
C4 2.598 3.316 -0.218
S1 1.633 4.617 0.140
C5 2.209 1.007 -1.228
C6 3.204 0.991 -2.158
S2 3.383 -0.500 -3.097
C7 1.922 -1.220 -2.304
N2 1.472 -0.344 -1.280
C8 1.321 -2.550 -2.594
H1 -1.572 3.805 1.749
H2 -1.839 3.942 -0.055
H3 -0.909 5.269 0.970
H4 3.638 3.425 -0.162
H5 4.050 1.738 -2.330
H6 1.297 -2.640 -3.705
H7 0.413 -2.721 -2.025
H8 2.060 -3.245 -2.251
Cl1 -4.846 -3.634 1.009
C9 -3.482 -2.730 1.515
C10 -2.580 -3.312 2.430
Cl2 -3.042 -4.686 3.417
C11 -1.267 -2.839 2.481
Cl3 -0.185 -3.561 3.468
C12 -0.929 -1.688 1.716
O1 0.277 -1.111 1.766
C13 -1.890 -1.138 0.808
O2 -1.360 -0.292 -0.095
C14 -3.255 -1.569 0.887
Cl4 -4.297 -0.823 -0.199

Forces on atoms 1 to 6 (eV/Å):
-5.40 -5.29 4.68
-0.01 0.67 -0.28
1.33 -2.12 -0.94
-0.29 4.14 -0.38
1.32 4.73 0.51
-1.96 -2.94 0.02

(3)
C14H8ClEuNO2 | the ωB97M-V functional and the def2-TZVPD basis

Values from the calculation:
E   -1912.88088 hartree
2S+1   7
Charge   +3

Atoms and positions in Å:
O1 -2.427 -1.261 -3.629
C1 -1.531 -0.840 -2.879
N1 -0.189 -0.699 -3.189
C2 0.539 -0.487 -1.956
O2 1.738 -0.560 -1.894
C3 -0.490 -0.267 -0.894
C4 -0.395 0.095 0.447
C5 0.906 0.398 1.088
C6 1.204 -0.083 2.348
C7 2.434 0.233 2.875
C8 3.384 1.010 2.145
C9 3.088 1.509 0.895
C10 1.856 1.219 0.367
C11 -1.586 0.154 1.163
C12 -2.822 -0.085 0.592
C13 -2.892 -0.388 -0.744
Cl1 -4.422 -0.641 -1.609
C14 -1.732 -0.503 -1.473
H1 0.079 0.012 -3.871
H2 0.501 -0.685 2.902
H3 2.678 -0.122 3.868
H4 4.358 1.224 2.569
H5 3.769 2.103 0.305
H6 1.562 1.599 -0.597
H7 -1.574 0.417 2.213
H8 -3.729 -0.018 1.178
Eu1 -4.310 -3.332 -2.223

Forces on atoms 1 to 6 (eV/Å):
1.21 0.03 1.17
-1.36 -0.74 -2.06
0.00 0.84 0.85
1.15 -0.35 -0.69
-1.34 0.44 0.34
-0.42 0.10 0.24

(4)
C14H9BrN4O3 | the ωB97M-V functional and the def2-TZVPD basis

Values from the calculation:
E   -3557.38215 hartree
Structure (SMILES)   [O-][n+]1onc2ccc(/C=N/N=C\c3ccc(O)c(Br)c3)cc21
2S+1   1

Atoms and positions in Å:
O1 -0.779 5.921 0.056
Br1 -3.893 -3.382 -0.275
N1 0.487 0.642 -0.808
N2 0.770 5.687 3.108
N3 0.756 -0.492 -1.329
O2 -2.786 -5.771 -1.780
O3 0.066 6.468 2.145
C1 1.010 -1.661 -1.804
C2 -0.618 -4.990 -2.332
C3 0.345 -3.994 -2.284
C4 -1.241 -2.525 -1.091
C5 1.650 2.193 2.425
C6 -2.135 -3.592 -1.102
C7 -1.848 -4.800 -1.751
C8 0.024 -2.725 -1.708
C9 0.977 2.067 1.216
C10 1.624 3.420 3.146
C11 0.357 3.234 0.656
C12 0.952 4.497 2.605
C13 0.342 4.430 1.374
C14 0.942 0.793 0.520
N4 -0.201 5.581 1.105
H1 -3.575 -5.446 -1.375
H2 1.954 -1.826 -2.231
H3 -0.430 -5.933 -2.844
H4 1.321 -4.116 -2.734
H5 -1.529 -1.551 -0.636
H6 2.163 1.356 2.865
H7 2.161 3.466 4.107
H8 -0.176 3.144 -0.326
H9 1.308 -0.093 1.083

Forces on atoms 1 to 6 (eV/Å):
0.25 0.36 1.25
0.95 -0.03 -0.40
2.39 -0.63 3.92
-0.02 2.26 0.77
0.29 -1.05 -0.54
1.46 -0.68 -0.87

(5)
C14H9F9O4 | the ωB97M-V functional and the def2-TZVPD basis

Values from the calculation:
E   -1738.61115 hartree
Structure (SMILES)   O=C1C=CC(=O)C(C(F)(F)C(F)(F)C(F)(F)C(F)(F)F)=C1.O=C1CCCO1
2S+1   1

Atoms and positions in Å:
O1 2.147 -1.395 4.117
C1 1.825 -0.822 3.144
C2 0.655 0.148 3.107
C3 -0.032 0.334 2.005
C4 0.398 -0.472 0.791
O2 -0.400 -0.822 -0.013
C5 1.889 -0.777 0.714
C6 2.617 -0.857 -0.645
F1 3.198 -2.064 -0.743
F2 1.754 -0.769 -1.664
C7 3.685 0.291 -0.698
F3 3.324 1.339 0.049
F4 4.811 -0.225 -0.187
C8 4.001 0.834 -2.127
F5 3.985 -0.102 -3.062
F6 5.273 1.288 -2.083
C9 3.148 2.088 -2.537
F7 1.866 1.934 -2.308
F8 3.618 3.184 -1.995
F9 3.323 2.241 -3.851
C10 2.575 -0.957 1.818
H1 0.417 0.713 4.011
H2 -0.863 1.031 1.898
H3 3.645 -1.175 1.816
O3 -6.046 1.330 1.320
C11 -5.357 0.555 0.723
O4 -4.125 0.169 1.145
C12 -3.514 -0.680 0.156
C13 -4.669 -1.239 -0.656
C14 -5.680 -0.101 -0.603
H4 -2.835 -0.076 -0.447
H5 -2.942 -1.460 0.651
H6 -4.382 -1.530 -1.666
H7 -5.081 -2.119 -0.157
H8 -5.522 0.624 -1.403
H9 -6.704 -0.465 -0.617

Forces on atoms 1 to 6 (eV/Å):
0.78 -1.17 2.10
-0.57 1.65 -2.39
0.53 0.16 1.02
0.37 -0.28 -1.25
0.75 1.13 1.37
-0.75 -0.60 -1.33

(6)
C15H10Br3ClIrNO10 | the ωB97M-V functional and the def2-TZVPD basis

Values from the calculation:
E   -9670.24795 hartree
2S+1   1

Atoms and positions in Å:
Ir1 -0.661 1.489 0.527
Br1 -0.619 3.771 -0.564
C1 -1.884 4.362 0.798
Br2 -1.514 3.251 2.337
H1 -2.883 4.142 0.442
H2 -1.710 5.403 1.040
O1 0.036 -2.504 -0.101
Cl1 -1.211 -1.612 -0.418
O2 -0.742 -2.130 -2.681
O3 -2.100 -2.271 0.580
O4 -0.828 -0.433 0.527
O5 0.479 -3.779 -0.368
C2 -0.285 -1.082 -1.698
O6 0.555 -0.303 -1.945
C3 -1.704 -2.517 -1.666
C4 -2.753 -3.360 -1.841
C5 -4.030 -2.997 -1.225
C6 -4.447 -1.815 -0.631
C7 -3.679 -0.604 -0.458
C8 -2.396 -0.592 -0.922
N1 -4.109 0.687 -0.130
O7 -3.157 1.533 0.082
O8 -5.256 0.994 0.069
H3 -2.746 -4.097 -2.631
H4 -4.815 -3.729 -1.366
H5 -5.492 -1.729 -0.354
H6 -2.238 0.164 -1.698
Br3 3.414 3.268 2.353
C9 4.203 1.757 1.519
C10 5.581 1.780 1.360
C11 6.218 0.714 0.746
C12 5.487 -0.378 0.307
C13 4.119 -0.418 0.512
C14 3.459 0.645 1.121
C15 1.972 0.494 1.306
O9 1.542 -0.592 1.596
O10 1.248 1.589 1.138
H7 6.143 2.632 1.715
H8 7.292 0.742 0.615
H9 5.977 -1.202 -0.194
H10 3.534 -1.274 0.201

Forces on atoms 1 to 6 (eV/Å):
-0.99 -0.95 0.98
0.15 0.04 0.22
0.10 0.12 -0.09
0.26 -0.30 -0.43
0.00 -0.04 0.02
-0.03 0.02 -0.04

(7)
C15H10Cl16N2O3 | the ωB97M-V functional and the def2-TZVPD basis

Values from the calculation:
E   -8275.74131 hartree
Structure (SMILES)   Nc1cccc2c1C(=O)N(C[C@@H]1CO1)C2=O.ClC(Cl)(Cl)Cl.ClC(Cl)(Cl)Cl.ClC(Cl)(Cl)Cl.ClC(Cl)(Cl)Cl
2S+1   1

Atoms and positions in Å:
N1 1.448 -1.292 2.062
C1 1.489 -0.349 1.004
C2 2.536 -0.296 0.070
C3 2.516 0.636 -0.944
C4 1.498 1.580 -1.097
C5 0.464 1.526 -0.201
C6 0.473 0.567 0.844
C7 -0.822 0.772 1.623
O1 -1.161 0.446 2.736
N2 -1.630 1.467 0.698
C8 -2.722 0.781 0.008
C9 -2.414 -0.759 -0.040
C10 -1.406 -1.152 -1.146
O2 -2.909 -1.423 -1.169
C11 -0.820 2.347 -0.076
O3 -1.127 3.416 -0.511
H1 1.546 -2.212 1.626
H2 0.506 -1.242 2.445
H3 3.345 -1.020 0.135
H4 3.339 0.627 -1.653
H5 1.493 2.335 -1.880
H6 -2.758 1.010 -1.061
H7 -3.691 0.859 0.513
H8 -2.349 -1.306 0.907
H9 -1.068 -2.185 -1.215
H10 -1.385 -0.528 -2.037
C12 2.462 -5.399 -0.145
Cl1 1.960 -3.966 0.780
Cl2 1.936 -6.854 0.704
Cl3 1.722 -5.346 -1.748
Cl4 4.220 -5.404 -0.302
C13 6.645 1.863 0.394
Cl5 7.347 0.289 0.792
Cl6 7.469 2.536 -1.020
Cl7 4.922 1.661 0.034
Cl8 6.839 2.959 1.767
C14 -2.165 6.084 2.071
Cl9 -1.862 4.407 2.516
Cl10 -0.650 6.996 2.150
Cl11 -2.800 6.132 0.422
Cl12 -3.339 6.799 3.185
C15 -5.815 -3.475 -2.646
Cl13 -4.319 -3.247 -1.734
Cl14 -5.438 -3.660 -4.366
Cl15 -6.670 -4.923 -2.074
Cl16 -6.853 -2.060 -2.423

Forces on atoms 1 to 6 (eV/Å):
-0.46 0.17 -1.06
0.11 -0.08 0.48
-0.32 -0.41 0.16
0.17 -0.10 -0.70
-0.20 0.43 -0.07
0.27 0.11 1.05